[1]
Entry from the Open Molecules 2025 dataset: a 15-piece molecular cluster, C58H151N9O21 overall in a non-equilibrium geometry (ωB97M-V with the def2-TZVPD basis set).

Values from the calculation:
- LUMO energy: 0.49 eV
- Kohn-Sham gap: 0.334 Ha
- E_tot: -118994.2260 eV

ORCA input file:
```
! RIJCOSX wB97M-V def2-TZVPD def2/J DEFGRID3
* xyz 0 1
C -2.073 -3.134 3.209
C -3.604 -3.364 2.902
O -4.042 -4.708 2.810
O -1.124 -3.512 2.232
H -1.791 -3.582 4.164
H -2.042 -2.061 3.385
H -3.800 -2.777 1.982
H -4.115 -2.907 3.766
H -3.587 -5.225 2.163
H -1.509 -4.327 1.851
C -1.613 -6.901 0.769
C -0.602 -6.976 -0.355
O -1.273 -6.897 -1.610
O -2.432 -5.676 0.773
H -1.112 -6.937 1.748
H -2.314 -7.725 0.653
H -0.062 -7.896 -0.198
H 0.101 -6.121 -0.293
H -1.992 -7.533 -1.654
H -2.663 -5.524 -0.161
C 4.987 0.608 -2.575
C 4.826 2.080 -2.191
O 5.359 2.290 -0.850
O 4.078 -0.215 -1.735
H 6.042 0.283 -2.498
H 4.725 0.461 -3.606
H 3.798 2.437 -2.216
H 5.419 2.627 -2.933
H 4.819 2.869 -0.272
H 4.585 -0.545 -0.965
C -4.327 5.831 0.295
C -5.716 5.578 0.754
O -5.745 5.469 2.203
O -3.523 4.715 0.783
H -3.934 6.824 0.514
H -4.401 5.679 -0.790
H -6.081 4.625 0.344
H -6.371 6.355 0.365
H -4.949 4.947 2.415
H -2.551 4.905 0.726
C 1.377 1.711 -4.411
C 2.485 1.691 -5.502
O 3.627 2.511 -5.114
O 0.661 0.455 -4.323
H 0.677 2.494 -4.734
H 1.787 1.960 -3.438
H 2.110 2.139 -6.446
H 2.818 0.670 -5.695
H 3.923 3.090 -5.799
H 0.847 0.124 -3.412
C -2.728 0.453 -5.957
C -3.044 -0.973 -5.632
O -1.895 -1.892 -5.634
O -2.023 1.219 -4.886
H -3.685 0.984 -6.165
H -2.050 0.365 -6.833
H -3.746 -1.209 -6.421
H -3.636 -0.966 -4.702
H -1.584 -1.868 -4.744
H -1.137 0.840 -4.683
C -1.108 8.064 0.661
C 0.179 7.295 0.592
C -0.088 5.858 -0.037
O -0.831 5.069 0.853
C -0.167 4.665 2.042
N 1.104 8.114 -0.232
H -1.576 8.156 -0.305
H -1.080 9.059 1.116
H -1.805 7.493 1.350
H 0.603 7.223 1.629
H 0.899 5.391 -0.226
H -0.681 5.764 -0.960
H 0.842 4.535 1.776
H -0.529 3.738 2.429
H -0.236 5.431 2.828
H 0.651 8.288 -1.150
H 1.953 7.615 -0.438
C -4.340 2.660 -2.058
C -4.347 3.240 -3.473
C -5.507 2.667 -4.235
O -6.779 2.889 -3.629
C -7.646 1.919 -4.154
N -4.407 4.677 -3.593
H -5.316 2.765 -1.577
H -3.630 3.168 -1.371
H -4.105 1.576 -2.130
H -3.456 2.874 -3.992
H -5.288 1.610 -4.312
H -5.553 3.138 -5.215
H -7.198 1.009 -3.810
H -7.766 1.887 -5.234
H -8.600 2.111 -3.601
H -4.129 5.036 -4.508
H -5.364 5.004 -3.575
C -5.943 -4.208 -0.383
C -5.746 -5.611 -1.061
C -4.989 -5.305 -2.339
O -3.752 -4.825 -1.938
C -2.885 -4.578 -2.991
N -5.164 -6.735 -0.365
H -4.951 -3.744 -0.224
H -6.582 -4.173 0.507
H -6.341 -3.577 -1.211
H -6.798 -5.891 -1.365
H -5.495 -4.533 -2.916
H -4.834 -6.221 -2.904
H -2.939 -5.449 -3.617
H -1.872 -4.373 -2.665
H -3.215 -3.725 -3.606
H -4.368 -6.458 0.194
H -5.849 -7.215 0.210
C 4.777 5.775 3.109
C 3.921 5.227 1.941
C 4.384 6.006 0.673
O 3.429 5.664 -0.356
C 3.967 5.915 -1.613
N 4.014 3.791 1.713
H 4.427 6.838 3.192
H 5.838 5.665 2.864
H 4.569 5.283 4.061
H 2.855 5.509 2.090
H 5.366 5.653 0.433
H 4.420 7.117 0.764
H 3.213 5.684 -2.325
H 4.855 5.287 -1.746
H 4.390 6.924 -1.766
H 4.300 3.299 2.535
H 3.087 3.460 1.513
C -1.810 0.188 5.209
C -1.804 1.698 5.183
C -2.981 2.324 5.886
O -4.158 1.739 5.318
C -5.254 2.635 5.482
N -0.531 2.234 5.696
H -0.947 -0.283 4.682
H -2.704 -0.196 4.743
H -1.782 -0.251 6.210
H -1.859 2.081 4.175
H -2.963 3.419 5.744
H -2.860 2.165 6.970
H -6.132 2.059 5.220
H -5.128 3.381 4.699
H -5.298 3.124 6.478
H -0.301 1.829 6.599
H -0.598 3.260 5.769
C -0.526 -3.965 7.934
C 0.394 -2.749 7.831
C 0.568 -2.317 6.377
O 1.573 -3.175 5.827
C 1.576 -2.770 4.494
N -0.068 -1.609 8.615
H -1.532 -3.629 7.873
H -0.420 -4.499 8.876
H -0.385 -4.713 7.124
H 1.375 -2.993 8.168
H 0.957 -1.298 6.428
H -0.407 -2.287 5.911
H 2.030 -3.550 3.915
H 2.115 -1.851 4.311
H 0.582 -2.594 4.111
H -0.377 -1.942 9.542
H -0.965 -1.345 8.214
C 1.323 -3.293 -5.463
C 2.157 -3.130 -4.168
C 3.091 -4.326 -4.011
O 2.390 -5.581 -3.935
C 1.800 -5.758 -2.646
N 2.993 -1.973 -4.305
H 0.627 -2.490 -5.583
H 0.648 -4.157 -5.249
H 1.987 -3.427 -6.350
H 1.387 -3.136 -3.354
H 3.787 -4.168 -3.162
H 3.737 -4.285 -4.904
H 2.530 -5.413 -1.935
H 1.660 -6.819 -2.486
H 0.867 -5.191 -2.475
H 3.463 -1.779 -3.420
H 2.434 -1.177 -4.517
C 6.034 -3.272 -1.716
C 6.217 -2.911 -0.262
C 7.438 -2.016 -0.025
C 7.365 -1.448 1.432
C 6.095 -0.684 1.642
C 4.849 -1.556 1.451
N 4.989 -2.157 0.125
O 3.837 -3.034 -0.089
C 4.747 -2.577 2.565
C 3.575 -0.690 1.492
C 6.346 -4.296 0.438
H 6.084 -2.317 -2.271
H 5.163 -3.850 -2.019
H 6.932 -3.834 -1.924
H 8.346 -2.560 -0.149
H 7.427 -1.194 -0.754
H 8.279 -0.884 1.696
H 7.400 -2.275 2.141
H 6.060 0.170 0.984
H 6.049 -0.273 2.642
H 4.139 -3.407 2.189
H 5.736 -2.952 2.840
H 4.347 -2.190 3.480
H 2.742 -1.316 1.183
H 3.402 -0.365 2.508
H 3.675 0.209 0.858
H 7.309 -4.712 0.025
H 5.545 -4.985 0.185
H 6.479 -4.207 1.525
H 3.358 -2.686 -0.840
C -0.609 2.099 -1.578
C -0.049 1.404 -0.344
C -1.094 1.407 0.781
C -2.257 0.431 0.494
C -1.654 -0.951 0.409
C -0.647 -1.121 -0.720
N 0.321 0.016 -0.580
O 1.201 0.016 -1.758
C 0.179 -2.426 -0.630
C -1.285 -1.104 -2.097
C 1.210 2.141 0.136
H -1.558 1.602 -1.895
H 0.089 2.134 -2.407
H -0.959 3.081 -1.318
H -0.660 1.147 1.745
H -1.509 2.427 0.798
H -2.773 0.753 -0.403
H -2.992 0.516 1.310
H -2.392 -1.715 0.212
H -1.119 -1.095 1.354
H 0.910 -2.493 -1.434
H 0.718 -2.581 0.318
H -0.539 -3.242 -0.713
H -2.060 -1.883 -2.120
H -1.844 -0.165 -2.279
H -0.467 -1.228 -2.802
H 1.340 2.039 1.207
H 1.185 3.212 -0.062
H 2.018 1.726 -0.435
H 2.112 -0.187 -1.435
*
```

***

[2]
Entry from the Open Molecules 2025 dataset: C58H37EuF7IN3O2P2S as an isolated structure in a non-equilibrium geometry (ωB97M-V with the def2-TZVPD basis set).

Values from the calculation:
- LUMO energy (alpha / beta): 3.60 / 1.63 eV
- Kohn-Sham gap (alpha / beta): 0.106 / 0.180 Ha
- E_tot: -145169.4570 eV

ORCA input file:
```
! RIJCOSX wB97M-V def2-TZVPD def2/J DEFGRID3
* xyz -2 8
Eu -0.942 0.922 -0.327
F -5.223 2.818 3.176
C -3.937 2.990 2.761
C -3.291 1.993 2.054
C -1.966 2.106 1.651
C -1.297 3.288 2.068
C -1.969 4.306 2.715
F -1.349 5.484 3.026
C -3.301 4.185 3.054
C 0.143 3.323 1.915
C 0.950 3.901 2.810
C 2.428 3.767 2.767
C 2.954 3.165 1.459
C 1.891 2.650 0.557
N 0.648 2.646 0.774
H -3.852 1.065 1.830
H -3.830 5.008 3.548
H 0.534 4.428 3.677
H 2.917 4.712 3.046
H 3.662 3.781 0.877
H 2.235 2.187 -0.385
F -1.999 -0.691 -7.119
C -1.354 -0.127 -6.084
C -1.631 -0.523 -4.786
F -2.542 -1.482 -4.548
C -0.949 0.070 -3.741
F -1.219 -0.361 -2.483
C 0.030 1.065 -3.906
S 0.877 1.758 -2.584
C 0.285 1.424 -5.240
F 1.231 2.341 -5.501
C -0.394 0.852 -6.301
F -0.125 1.232 -7.562
C 3.761 -2.024 0.256
N 2.335 -1.996 0.444
P 1.682 -1.782 2.011
C 2.844 -2.781 3.015
C 3.077 -4.101 2.645
C 3.820 -4.956 3.459
C 4.322 -4.498 4.671
C 4.070 -3.191 5.058
C 3.331 -2.344 4.228
C 2.293 -0.098 2.508
C 1.674 0.457 3.693
C 1.988 1.656 4.184
C 3.000 2.539 3.565
C 3.615 2.009 2.265
C 3.186 0.635 1.843
P 1.275 -1.393 -0.820
C 0.232 -2.943 -0.945
C -0.044 -3.684 0.172
C -0.868 -4.819 0.112
C -1.399 -5.229 -1.095
C -1.108 -4.515 -2.238
C -0.305 -3.374 -2.162
C 2.300 -1.857 -2.272
C 2.752 -0.869 -3.125
C 3.584 -1.182 -4.211
C 3.955 -2.490 -4.451
C 3.500 -3.491 -3.607
C 2.680 -3.172 -2.527
H 4.279 -1.844 1.232
H 4.094 -1.260 -0.494
H 4.073 -3.039 -0.120
H 2.664 -4.459 1.684
H 4.005 -5.997 3.146
H 4.900 -5.172 5.323
H 4.457 -2.819 6.021
H 3.132 -1.306 4.536
H 0.894 -0.159 4.184
H 1.486 2.044 5.088
H 3.740 2.835 4.331
H 4.715 2.081 2.252
H 3.655 0.268 0.918
H 0.367 -3.385 1.131
H -1.100 -5.385 1.044
H -2.056 -6.122 -1.142
H -1.528 -4.827 -3.209
H -0.074 -2.820 -3.088
H 2.447 0.167 -2.953
H 3.920 -0.381 -4.882
H 4.599 -2.738 -5.305
H 3.784 -4.538 -3.789
H 2.319 -3.968 -1.854
N -6.146 8.115 -5.660
C -5.650 7.239 -5.095
C -5.027 6.173 -4.397
C -4.271 5.227 -5.093
C -3.627 4.217 -4.407
C -3.732 4.135 -3.017
C -4.509 5.070 -2.325
C -5.152 6.081 -3.010
C -3.061 3.126 -2.315
C -2.441 2.311 -1.617
H -4.198 5.293 -6.182
H -3.021 3.473 -4.937
H -4.591 4.988 -1.233
H -5.767 6.812 -2.477
I -4.830 -4.608 5.337
C -3.699 -3.440 3.933
C -2.397 -3.112 4.223
C -1.645 -2.334 3.270
C -2.224 -1.942 2.081
C -3.542 -2.304 1.824
C -4.298 -3.054 2.766
C -1.572 -1.110 1.053
O -2.186 -0.905 -0.023
O -0.424 -0.596 1.273
H -1.946 -3.444 5.192
H -0.632 -2.064 3.479
H -3.995 -1.985 0.860
H -5.361 -3.326 2.570
*
```

***

[3]
Entry from the Open Molecules 2025 dataset: C58H42BiCl4N7O4S as an isolated structure (ωB97M-V with the def2-TZVPD basis set).

Values from the calculation:
- Energy above the lowest of the compared OMol25 structures with the same formula, charge and spin: 9.0 kcal per mole
- LUMO energy: -1.58 eV
- Kohn-Sham gap: 0.142 Ha
- E_tot: -146208.3325 eV

ORCA input file:
```
! RIJCOSX wB97M-V def2-TZVPD def2/J DEFGRID3
* xyz 0 1
Bi -0.729 0.082 0.325
Cl 3.251 -7.120 3.475
C 2.942 -5.616 2.637
C 3.149 -4.407 3.280
C 2.915 -3.219 2.610
C 2.451 -3.184 1.278
C 2.244 -4.435 0.667
C 2.490 -5.629 1.330
C 2.236 -1.926 0.583
C 2.028 -0.719 1.304
C 2.862 0.500 0.984
C 1.401 1.699 2.491
C 0.821 0.532 2.890
C -0.372 0.467 3.699
C -0.627 1.442 4.761
C -1.930 1.859 5.058
C -2.167 2.829 6.018
C -1.095 3.404 6.684
Cl -1.384 4.642 7.860
C 0.206 3.007 6.415
C 0.431 2.032 5.460
C -1.306 -0.514 3.381
N -1.540 -1.009 2.087
C -2.561 -1.880 2.156
C -3.256 -2.451 1.033
C -4.293 -3.483 1.333
C -5.641 -3.247 1.064
C -6.607 -4.205 1.338
C -6.222 -5.412 1.895
Cl -7.422 -6.624 2.228
C -4.893 -5.666 2.193
C -3.939 -4.701 1.910
C -3.096 -2.018 -0.252
C -3.838 -2.518 -1.431
C -3.479 -1.818 -2.501
C -2.407 -0.860 -2.110
N -2.265 -1.030 -0.691
C -1.045 -0.756 -2.895
C 0.188 -1.343 -2.330
C 1.133 -2.152 -2.946
C 2.100 -2.481 -1.979
C 1.735 -1.862 -0.782
N 0.565 -1.167 -1.007
C -1.205 -1.055 -4.368
C -1.093 -0.044 -5.312
C -1.197 -0.326 -6.668
C -1.416 -1.630 -7.074
Cl -1.532 -1.992 -8.771
C -1.544 -2.652 -6.148
C -1.437 -2.359 -4.798
C -2.946 -2.042 3.530
C -2.214 -1.160 4.266
N 1.137 -0.678 2.273
H 3.500 -4.399 4.305
H 3.097 -2.286 3.131
H 1.871 -4.471 -0.349
H 2.319 -6.577 0.835
H 2.928 0.643 -0.087
H 1.103 2.681 2.841
H -2.758 1.452 4.492
H -3.176 3.154 6.238
H 1.028 3.450 6.962
H 1.443 1.695 5.273
H -5.940 -2.292 0.646
H -7.653 -4.013 1.136
H -4.610 -6.610 2.640
H -2.896 -4.900 2.135
H -4.553 -3.327 -1.400
H -3.855 -1.908 -3.510
H 1.129 -2.453 -3.983
H 2.981 -3.089 -2.126
H -0.919 0.971 -4.980
H -1.110 0.461 -7.405
H -1.721 -3.666 -6.483
H -1.518 -3.157 -4.067
H -3.703 -2.721 3.889
H -2.238 -1.024 5.337
O -1.169 0.696 -2.642
O -2.619 0.539 -2.426
C 4.251 0.336 1.579
O 2.304 1.753 1.525
H 4.189 0.094 2.643
H 4.816 1.263 1.463
H 4.767 -0.474 1.068
C -1.745 5.335 0.200
N -2.217 3.966 0.296
C -2.771 3.363 -0.910
C -2.071 3.253 1.421
O -2.372 2.072 1.557
H -0.901 5.405 -0.490
H -1.431 5.692 1.180
H -2.542 5.982 -0.168
H -1.992 3.220 -1.664
H -3.544 4.015 -1.318
H -3.200 2.395 -0.667
H -1.622 3.830 2.244
S 3.325 4.762 -4.202
C 2.525 3.579 -3.128
C 2.648 2.214 -3.344
C 2.019 1.343 -2.466
N 1.285 1.760 -1.433
C 1.157 3.072 -1.246
C 1.758 4.022 -2.059
C 5.008 4.517 -3.645
C 5.507 5.265 -2.589
C 6.810 5.029 -2.173
N 7.610 4.123 -2.735
C 7.120 3.421 -3.757
C 5.832 3.582 -4.252
H 3.221 1.831 -4.178
H 2.102 0.265 -2.593
H 0.555 3.380 -0.393
H 1.651 5.081 -1.859
H 4.894 6.013 -2.103
H 7.231 5.592 -1.347
H 7.789 2.694 -4.203
H 5.485 2.996 -5.092
*
```